1.
A 12-piece molecular cluster, C41H90O26S4 overall in a non-equilibrium geometry, computed with ωB97M-V/def2-TZVPD.

```
161
Properties=species:S:1:pos:R:3:forces:R:3
C -2.8718 0.0938 -3.5321 -1.23 -0.36 1.26
C -3.1987 1.3022 -4.3786 1.07 -0.75 -0.66
O -4.2804 2.0447 -3.8175 -0.55 0.47 0.24
S -5.2840 2.7321 -4.8642 -0.19 -0.55 0.26
C -6.0613 3.8345 -3.7037 -0.08 0.11 -0.32
O -4.5051 3.4464 -5.8346 -0.23 0.08 0.32
O -6.2393 1.7598 -5.3154 0.31 0.33 0.13
H -3.8008 -0.4647 -3.3632 0.07 -0.24 -0.51
H -2.6047 0.2848 -2.4881 0.46 0.61 -0.24
H -2.1253 -0.5759 -3.9472 0.05 0.21 -0.30
H -2.3136 1.9334 -4.4880 -0.23 0.26 0.01
H -3.4833 0.9563 -5.3758 0.04 0.07 0.00
H -6.8411 4.3936 -4.2188 0.29 0.10 -0.33
H -5.2721 4.4855 -3.3384 -0.15 0.10 0.14
H -6.5879 3.3037 -2.9149 0.41 -0.34 0.04
C 2.1252 3.7790 0.2872 0.16 0.36 0.02
C 2.0184 5.2648 0.0168 -0.17 -0.15 -0.07
O 3.3766 5.6904 -0.2516 -0.11 0.33 -0.14
S 3.6144 7.2344 -0.5544 0.03 1.06 -0.19
C 2.6621 7.4637 -2.0511 0.54 -0.04 0.76
O 3.0661 8.0420 0.5019 -0.22 -0.52 -0.23
O 4.9994 7.3903 -0.8641 -0.02 -0.49 -0.01
H 2.4732 3.2870 -0.6219 -0.17 -0.09 -0.03
H 1.1607 3.3803 0.5989 0.05 -0.10 -0.01
H 2.8828 3.5868 1.0435 -0.14 0.03 0.19
H 1.3714 5.4325 -0.8499 0.27 0.04 -0.21
H 1.5854 5.8715 0.8129 0.28 -0.20 0.31
H 1.6229 7.5584 -1.7503 -0.10 -0.20 -0.28
H 2.8925 6.6093 -2.6817 -0.36 0.13 -0.13
H 3.0007 8.3881 -2.5103 0.08 0.03 0.06
C -2.3961 -8.4637 2.4768 -0.95 -0.16 -0.38
C -3.5567 -7.4932 2.7132 1.07 -0.56 -0.27
O -2.9679 -6.1802 2.5933 -0.28 1.13 0.53
S -3.9255 -4.9061 2.8713 -0.37 -1.40 0.47
C -4.2722 -5.0799 4.6206 0.75 -0.04 -0.90
O -3.0980 -3.7505 2.7087 -0.18 -0.25 -0.31
O -5.1468 -5.1293 2.1492 0.51 0.52 0.07
H -2.1593 -8.4400 1.4146 0.39 -0.01 0.08
H -2.7500 -9.4702 2.7103 0.07 -0.01 -0.02
H -1.5269 -8.2571 3.0948 0.01 0.19 -0.02
H -4.3122 -7.5841 1.9369 -0.20 -0.13 0.21
H -3.9526 -7.6869 3.7109 -0.23 0.39 -0.03
H -4.9292 -4.2467 4.8485 -0.05 -0.12 0.34
H -3.2931 -5.0240 5.0909 -0.16 0.34 0.29
H -4.6869 -6.0641 4.8061 -0.41 0.16 0.03
C -0.6401 -7.0544 6.2797 -0.28 -0.69 -1.79
C -0.6183 -5.8280 5.3929 -1.27 1.69 1.18
O 0.6914 -5.4143 5.0135 0.28 0.09 -0.32
S 0.9114 -3.9044 4.4788 -0.06 -0.82 -0.83
C 0.4283 -4.0290 2.7476 -0.17 0.24 0.92
O 0.0107 -3.0266 5.1776 0.37 -0.30 -0.23
O 2.3272 -3.7302 4.4926 -0.25 0.08 0.40
H -0.1086 -7.0213 7.2216 0.06 0.27 0.00
H -0.2907 -7.8770 5.6458 0.42 -0.15 0.44
H -1.6954 -7.3136 6.4013 0.00 0.20 0.48
H -1.3152 -5.8960 4.5526 0.57 -0.69 -0.51
H -1.0804 -4.9791 5.9183 0.32 -0.10 0.35
H -0.5805 -4.4338 2.6932 -0.04 0.09 -0.06
H 1.1439 -4.6548 2.2250 0.09 0.02 0.08
H 0.4555 -2.9960 2.3989 0.00 -0.05 -0.18
C -2.8633 -1.0591 5.0393 1.34 0.03 -1.04
O -3.3569 -0.3318 6.1414 -0.61 -0.28 0.28
C -2.9095 0.8949 6.3642 0.24 -0.17 0.37
O -2.1957 1.5447 5.6534 0.05 0.17 -0.28
O -3.3620 1.2597 7.5677 -0.22 -0.05 -0.07
C -3.1749 2.6233 7.9079 0.79 0.55 0.45
H -1.9055 -1.5293 5.2774 -0.22 -0.21 0.31
H -2.6038 -0.4351 4.1780 -0.44 0.29 0.16
H -3.5800 -1.8068 4.7181 -0.21 0.05 0.30
H -3.8066 3.2706 7.3045 -0.09 0.00 0.06
H -2.1344 2.9442 7.8137 -0.03 -0.21 -0.47
H -3.3620 2.7298 8.9742 -0.55 -0.19 -0.10
C 0.9595 0.8971 -1.2999 0.33 -0.06 -0.39
O 0.0424 -0.1701 -1.1337 -0.63 -0.49 -0.99
C -0.5069 -0.3556 0.0502 0.61 0.37 0.97
O 0.0120 -0.0102 1.0836 -0.34 0.06 0.24
O -1.6562 -0.9995 -0.0841 -0.21 0.28 -0.79
C -2.5547 -1.0663 1.0058 -0.32 -1.79 0.81
H 0.5075 1.8263 -0.9579 0.16 -0.02 0.12
H 1.1400 0.9417 -2.3733 -0.17 0.10 -0.01
H 1.9285 0.6868 -0.8457 -0.20 0.11 0.34
H -3.0443 -0.1438 1.2979 0.32 0.30 -0.27
H -2.1144 -1.5949 1.8555 0.37 0.63 0.15
H -3.3111 -1.8017 0.7260 -0.12 0.37 -0.43
C -5.0426 3.6969 -0.3837 -0.93 -0.06 -0.63
O -4.4477 3.4187 0.8662 0.10 -0.02 0.09
C -3.2034 2.9396 0.8923 0.17 0.10 0.30
O -2.5528 2.5470 -0.0392 -0.02 -0.13 -0.34
O -2.8030 2.9746 2.1581 -0.24 0.14 0.09
C -1.6414 2.2314 2.4729 1.17 -0.77 0.17
H -6.1023 3.4421 -0.3070 0.05 0.06 0.31
H -4.6843 3.1042 -1.2257 0.59 0.05 0.26
H -4.9936 4.7667 -0.5908 0.27 -0.04 -0.06
H -1.7809 1.1668 2.3050 -0.28 0.01 0.09
H -1.3943 2.3763 3.5190 -0.37 0.20 0.05
H -0.7481 2.4550 1.8852 -0.33 0.52 -0.25
C 5.1716 -3.4848 -0.7580 0.64 -0.63 -0.34
C 3.8432 -3.6020 -0.0389 -0.01 0.37 0.93
C 2.9141 -2.6821 -0.7989 0.21 0.64 -0.63
O 3.4112 -2.6528 -2.1447 -0.23 -0.24 -0.19
C 4.8224 -2.8818 -2.1511 -0.21 -0.03 1.52
H 5.6983 -4.4407 -0.8160 -0.31 -0.14 -0.25
H 5.8821 -2.8899 -0.1801 -0.22 0.47 -0.26
H 3.9507 -3.1997 0.9713 -0.16 -0.39 0.14
H 3.5185 -4.6405 0.0066 -0.28 0.09 -0.07
H 2.9391 -1.6440 -0.4396 0.19 -0.14 0.41
H 1.8591 -2.9595 -0.7881 0.06 -0.27 -0.26
H 5.3778 -1.9447 -2.1490 -0.13 0.11 -0.87
H 5.0228 -3.5365 -2.9932 0.31 0.14 -0.07
C 0.2521 3.4818 -4.2309 -0.18 0.12 0.23
C -0.7769 4.5682 -3.9310 -0.67 -0.19 -0.02
C -0.0270 5.8304 -4.3323 0.55 -0.63 0.58
O 1.3620 5.5375 -4.0426 -0.17 -0.15 -0.31
C 1.5257 4.1448 -3.7410 0.12 0.09 0.11
H 0.3030 3.3236 -5.3099 0.02 -0.11 0.01
H -0.0332 2.5515 -3.7392 0.34 -0.09 -0.01
H -1.0830 4.5897 -2.8804 0.41 -0.06 0.12
H -1.7103 4.3583 -4.4604 0.10 0.40 -0.29
H -0.2450 6.6847 -3.6944 -0.45 0.25 -0.44
H -0.1374 6.0028 -5.4036 -0.02 0.41 0.07
H 1.6420 4.0375 -2.6528 -0.06 -0.11 -0.04
H 2.4461 3.7996 -4.2088 -0.09 -0.12 -0.07
C -0.5876 -2.8297 -4.8202 -0.84 -1.36 -0.02
C 0.4009 -1.9467 -4.1181 -0.47 0.18 0.27
C 0.7892 -0.9726 -5.2426 0.48 -1.01 0.52
O 0.7395 -1.7649 -6.4291 0.23 -0.23 -0.36
C -0.0556 -2.9489 -6.2424 0.03 0.73 0.42
H -1.6212 -2.4764 -4.8401 0.12 0.29 0.13
H -0.6083 -3.8040 -4.3228 -0.19 -0.03 -0.14
H 1.2022 -2.6066 -3.7772 0.51 0.46 -0.34
H -0.0144 -1.5418 -3.1927 0.00 0.46 -0.24
H 1.8222 -0.6641 -5.0705 -0.10 0.44 -0.35
H 0.1106 -0.1271 -5.3883 0.05 0.12 0.42
H 0.5543 -3.8463 -6.3630 0.13 0.11 -0.17
H -0.8648 -2.9369 -6.9731 0.08 -0.16 -0.12
C 2.8264 1.5508 2.9061 0.69 0.37 0.58
C 2.7370 0.8037 4.2322 -0.44 -0.25 0.57
C 2.1888 -0.5360 3.7864 -0.35 -0.11 0.01
O 2.8805 -0.7989 2.5839 0.63 -0.46 -0.55
C 3.2407 0.4219 1.9344 -0.99 0.39 0.49
H 3.5598 2.3498 3.0390 0.16 -0.07 -0.45
H 1.9014 2.0531 2.6270 -0.21 -0.36 -0.01
H 2.1412 1.2668 5.0216 -0.19 0.16 -0.28
H 3.7297 0.6734 4.6710 0.07 -0.10 -0.20
H 1.1090 -0.5038 3.5635 0.07 0.26 0.19
H 2.3595 -1.3763 4.4550 0.17 0.17 0.10
H 2.6226 0.4905 1.0380 0.40 0.06 -0.22
H 4.3106 0.4201 1.7301 0.00 -0.05 -0.17
C 5.3360 0.8116 -2.5592 0.12 0.14 -0.65
C 6.2181 1.5096 -3.6042 0.93 0.82 1.03
C 5.2318 2.3468 -4.4151 0.93 -0.27 0.57
O 3.9795 1.7071 -4.2283 -0.69 0.50 -0.43
C 4.1055 0.5434 -3.4331 0.43 -0.37 0.72
H 5.0481 1.4750 -1.7390 0.07 0.30 -0.22
H 5.8745 0.0013 -2.0734 -0.32 -0.39 -0.30
H 6.8542 0.8451 -4.1891 -0.42 -0.33 -0.09
H 6.9198 2.1548 -3.0651 0.05 0.08 -0.25
H 5.5248 2.4384 -5.4625 -0.31 -0.24 -0.12
H 5.2536 3.3569 -3.9937 -0.56 0.04 -0.05
H 4.2326 -0.3370 -4.0713 -0.04 -0.08 0.10
H 3.2168 0.4376 -2.8143 -0.15 -0.12 -0.28
```
Positions in Å, forces in eV/Å.

Summary:
net charge	0
HOMO-LUMO gap	9.283	eV
highest occupied orbital energy	-9.2	eV
relative energy (zero: lowest compared OMol25 entry of this formula, charge and spin)	0.00	kJ/mol
structure (SMILES)	CCOS(C)(=O)=O.CCOS(C)(=O)=O.CCOS(C)(=O)=O.CCOS(C)(=O)=O.COC(=O)OC.COC(=O)OC.COC(=O)OC.C1CCOC1.C1CCOC1.C1CCOC1.C1CCOC1.C1CCOC1


2.
A 8-piece molecular cluster, C41H95N3O8PS overall in a non-equilibrium geometry, computed with ωB97M-V/def2-TZVPD.

```
149
Properties=species:S:1:pos:R:3:forces:R:3
C 7.3700 5.1792 0.1092 0.87 1.16 -0.03
C 7.7016 5.2653 -1.4736 -0.57 -0.82 1.34
P 6.3856 4.3756 -2.5206 -0.40 -0.33 -0.30
C 4.6665 5.1374 -2.1253 -0.70 -0.71 0.70
C 6.2423 2.5971 -1.9092 0.44 -3.44 2.84
C 5.0485 1.6401 -2.3295 1.68 -0.02 1.47
N 4.8665 0.3273 -1.8800 1.46 4.33 -0.99
N 5.7828 -0.1653 -1.0497 3.03 -0.35 2.33
C 5.4668 -1.5797 -0.5881 -1.23 -1.20 -1.23
C 4.2705 -1.5925 0.4813 -0.59 0.68 -0.42
O 3.3277 -2.6459 0.1060 0.58 1.11 0.36
C 4.7107 -1.7104 2.0121 -1.03 0.52 -0.13
N 3.7154 -0.8739 2.7990 1.27 0.00 0.35
C 6.9561 0.4317 -0.5015 -0.14 3.87 -1.65
C 7.9874 -0.2054 0.5226 0.27 -0.54 0.22
C 9.2962 -0.8626 -0.1698 0.33 0.34 -0.07
C 9.9093 -0.0049 -1.3754 0.19 -0.82 0.85
S 11.6269 -0.6797 -1.7606 -0.04 -0.12 0.05
C 7.2702 1.9145 -0.9284 -3.84 -1.89 -2.02
H 7.8846 6.0957 0.5880 -0.88 -1.52 -0.51
H 6.2503 5.2742 0.3420 1.72 -0.34 -0.35
H 7.8427 4.2595 0.5896 -0.92 1.19 -0.63
H 8.6998 4.7475 -1.7103 -1.40 1.03 0.25
H 7.7110 6.3612 -1.7858 0.03 -1.60 0.10
H 3.9261 4.2702 -1.9405 1.15 1.33 -0.32
H 4.6747 5.7454 -1.1526 0.05 -0.71 -1.56
H 4.2667 5.7264 -3.0147 0.81 -0.66 1.29
H 4.2506 2.0837 -3.0283 1.31 -1.15 1.22
H 6.3900 -2.1756 -0.3055 -1.04 1.19 -0.17
H 5.0457 -2.0917 -1.5350 0.65 0.84 1.59
H 3.6857 -0.6074 0.3274 1.20 -1.25 0.42
H 2.4819 -2.2352 -0.1836 0.89 -0.32 0.36
H 5.7373 -1.2792 2.2590 -0.92 -1.03 -0.85
H 4.5836 -2.8057 2.3311 0.45 1.65 -0.46
H 4.0694 -0.8842 3.7774 -0.65 -0.05 -0.76
H 3.8162 0.1264 2.5256 -0.05 -1.00 0.08
H 7.5518 -1.0165 1.2028 0.29 1.30 -1.13
H 8.3791 0.6122 1.2387 -0.93 -1.00 -1.39
H 10.1136 -0.9077 0.6449 -1.43 0.07 -1.19
H 9.1109 -1.9408 -0.4978 0.10 1.54 0.31
H 9.3255 -0.0879 -2.3590 0.71 0.29 1.62
H 10.0806 1.0742 -1.0374 -0.41 -1.48 -0.65
H 11.9069 -1.7199 -0.8796 -0.92 0.97 -0.42
H 8.1887 2.4679 -0.5530 -1.49 -1.01 -0.49
C -2.9841 -1.7832 -1.8168 -0.05 -0.27 0.01
C -1.5818 -1.3986 -2.2523 -0.15 0.07 0.03
O -0.5616 -1.9263 -1.4116 0.25 0.12 0.12
C -0.4807 -3.3429 -1.3346 0.04 -0.04 -0.08
C -0.1823 -4.0040 -2.6684 -0.17 0.04 -0.21
H -3.1433 -1.5353 -0.7646 0.03 0.08 -0.07
H -3.7290 -1.2595 -2.4211 0.07 0.00 0.05
H -3.1584 -2.8567 -1.9286 -0.05 0.06 -0.07
H -1.4858 -0.3106 -2.2057 0.18 -0.11 0.10
H -1.4009 -1.6819 -3.2943 -0.05 -0.08 -0.01
H -1.3908 -3.7536 -0.8858 -0.02 -0.03 -0.06
H 0.3353 -3.5672 -0.6416 -0.07 0.18 0.04
H -1.0127 -3.8829 -3.3689 0.01 -0.09 0.04
H -0.0119 -5.0749 -2.5346 0.00 0.08 0.01
H 0.7030 -3.5593 -3.1314 0.00 -0.05 0.09
C -4.5878 -3.6465 -7.7891 0.14 -0.17 -0.16
C -3.8445 -3.2847 -6.5155 -0.11 -0.01 -0.03
O -3.4506 -4.4158 -5.7483 0.02 0.09 0.10
C -2.5546 -5.3235 -6.3751 0.07 0.00 0.04
C -1.2212 -4.6967 -6.7412 0.00 0.22 -0.15
H -5.4253 -4.3131 -7.5708 0.01 0.10 0.03
H -4.9688 -2.7465 -8.2777 0.02 -0.06 0.06
H -3.9375 -4.1624 -8.5003 -0.04 0.09 -0.01
H -4.5089 -2.6968 -5.8767 0.12 -0.17 0.12
H -2.9785 -2.6499 -6.7305 0.02 -0.01 -0.08
H -3.0273 -5.7859 -7.2478 0.04 0.05 -0.05
H -2.3783 -6.1277 -5.6558 -0.19 0.13 0.07
H -1.3338 -3.9440 -7.5256 0.05 -0.08 -0.01
H -0.5278 -5.4577 -7.1069 -0.06 0.03 0.05
H -0.7781 -4.2003 -5.8736 -0.02 -0.10 -0.01
C 5.1901 4.6648 4.1127 -0.16 0.12 0.19
C 6.5218 5.3504 3.8625 -0.08 0.07 -0.01
O 6.3923 6.6966 3.4275 0.10 -0.13 -0.29
C 5.7525 7.5922 4.3290 0.01 0.16 0.15
C 6.4840 7.7448 5.6508 0.07 -0.23 0.09
H 4.5372 4.7597 3.2414 0.07 -0.04 -0.01
H 5.3408 3.6040 4.3294 0.01 0.06 -0.01
H 4.6650 5.1077 4.9629 0.02 -0.11 -0.01
H 7.0455 4.8178 3.0634 0.04 0.22 -0.05
H 7.1660 5.2956 4.7460 -0.06 -0.02 0.06
H 4.7106 7.2952 4.4867 0.02 -0.04 0.07
H 5.7257 8.5636 3.8287 0.07 -0.19 -0.15
H 6.4602 6.8188 6.2309 -0.06 0.09 0.04
H 6.0212 8.5284 6.2548 0.03 -0.06 -0.07
H 7.5341 7.9991 5.4844 -0.10 0.06 -0.03
C -7.4726 0.4046 -0.6290 -0.17 0.17 -0.10
C -6.1206 0.9953 -0.9876 -0.08 -0.12 0.01
O -5.9394 1.1885 -2.3849 0.19 -0.10 -0.07
C -6.8413 2.0846 -3.0195 0.02 0.07 -0.02
C -6.7644 3.5025 -2.4809 -0.02 0.03 0.25
H -7.6603 -0.5059 -1.2030 0.06 0.02 0.06
H -7.5157 0.1674 0.4367 0.00 0.02 -0.08
H -8.2856 1.1010 -0.8486 0.01 -0.08 0.11
H -5.3391 0.2997 -0.6696 0.05 0.08 -0.22
H -5.9424 1.9308 -0.4473 -0.07 0.03 0.02
H -7.8641 1.6975 -2.9668 -0.02 0.05 0.06
H -6.5683 2.0961 -4.0780 0.10 -0.17 0.12
H -7.1144 3.5576 -1.4470 -0.05 0.04 -0.08
H -7.3859 4.1726 -3.0795 0.05 -0.06 0.02
H -5.7337 3.8666 -2.4965 -0.07 -0.03 -0.09
C -12.5686 -0.7494 1.8301 0.07 -0.21 0.13
C -12.1714 -0.7462 0.3645 0.00 0.06 0.07
O -10.7763 -0.9242 0.1551 0.11 0.14 -0.07
C -10.2190 -2.1463 0.6180 -0.01 -0.05 -0.09
C -10.8085 -3.3733 -0.0553 -0.24 -0.02 0.01
H -11.9685 -0.0315 2.3940 -0.07 0.03 -0.08
H -13.6250 -0.4926 1.9400 0.08 0.00 -0.03
H -12.4149 -1.7313 2.2852 -0.09 0.04 -0.01
H -12.4246 0.2265 -0.0652 0.22 -0.08 -0.06
H -12.7396 -1.4925 -0.2001 -0.02 -0.05 0.06
H -10.3028 -2.2155 1.7077 -0.06 -0.06 0.01
H -9.1504 -2.1014 0.3913 -0.10 0.21 -0.03
H -11.8585 -3.5122 0.2140 0.07 -0.06 0.02
H -10.2653 -4.2722 0.2458 -0.02 0.07 -0.02
H -10.7604 -3.2778 -1.1432 0.08 0.00 0.08
C 0.8791 5.3799 9.4876 0.08 -0.21 0.13
C 1.2740 5.3884 8.0216 -0.03 0.08 0.09
O 2.6684 5.2045 7.8090 0.14 0.09 -0.13
C 3.2193 3.9773 8.2654 -0.01 -0.01 -0.07
C 2.6215 2.7575 7.5860 -0.25 -0.04 0.01
H 1.4835 6.0921 10.0541 -0.07 0.03 -0.08
H -0.1757 5.6414 9.6004 0.09 0.00 -0.03
H 1.0286 4.3951 9.9377 -0.09 0.05 -0.01
H 1.0251 6.3644 7.5969 0.22 -0.08 -0.06
H 0.7013 4.6477 7.4541 -0.02 -0.06 0.05
H 3.1363 3.9030 9.3546 -0.06 -0.06 0.00
H 4.2880 4.0160 8.0378 -0.09 0.22 -0.02
H 1.5710 2.6239 7.8556 0.08 -0.07 0.01
H 3.1591 1.8533 7.8815 -0.02 0.07 -0.01
H 2.6691 2.8589 6.4983 0.07 0.01 0.07
C -4.5318 -6.5463 -3.6336 0.10 0.01 0.10
C -5.5442 -6.6168 -2.5045 0.07 -0.12 -0.11
O -5.4029 -7.7715 -1.6866 -0.11 -0.10 0.07
C -4.1688 -7.9076 -0.9979 -0.09 0.01 0.05
C -3.8941 -6.7781 -0.0202 0.01 0.23 -0.08
H -4.5379 -7.4712 -4.2158 -0.09 0.03 0.03
H -4.7564 -5.7085 -4.2966 0.07 -0.09 0.08
H -3.5159 -6.4073 -3.2531 -0.03 0.09 -0.05
H -6.5474 -6.6670 -2.9356 0.04 -0.16 0.18
H -5.5148 -5.7100 -1.8912 0.07 0.05 -0.01
H -3.3448 -8.0220 -1.7103 0.05 0.08 0.00
H -4.2300 -8.8463 -0.4413 -0.17 0.03 -0.15
H -3.7357 -5.8289 -0.5390 0.06 -0.03 0.04
H -2.9974 -6.9909 0.5671 -0.06 -0.01 -0.03
H -4.7389 -6.6414 0.6599 0.07 -0.09 -0.02
```
Positions in Å, forces in eV/Å.

Summary:
net charge	+1
HOMO-LUMO gap	6.144	eV
highest occupied orbital energy	-10.6	eV